{
  "formula": "C4H9NO4P",
  "method": "the ωB97M-V functional and the def2-TZVPD basis",
  "homo_lumo_gap_ev": 8.8,
  "smiles": "CN[C@@H](C(=O)O)[P@@](C)(=O)[O-]",
  "homo_energy_ev": -5.10,
  "lumo_ev": 3.702,
  "total_charge": -1,
  "symbols": ["C", "N", "C", "C", "O", "O", "P", "C", "O", "O", "H", "H", "H", "H", "H", "H", "H", "H", "H"],
  "positions_angstrom": [[-0.1414, -2.2968, 0.9282], [0.5118, -1.1146, 0.3495], [-0.1677, 0.1708, 0.4419], [-0.4154, 0.8585, 1.7221], [-0.3461, 0.2801, 2.7625], [-0.8518, 2.1241, 1.7386], [0.6523, 1.2445, -0.8489], [0.0456, 0.5101, -2.4176], [0.0261, 2.6168, -0.6763], [2.1216, 1.1205, -0.6578], [-0.4600, -2.9465, 0.1565], [0.5595, -2.8646, 1.6693], [-0.8762, -1.8846, 1.5547], [1.3978, -0.8634, 0.7624], [-1.3521, -0.1496, -0.0080], [-0.4882, 2.3751, 0.7767], [-0.9619, 0.7736, -2.7841], [0.7360, 0.7154, -3.2525], [0.0102, -0.6694, -2.2173]],
  "lowdin_charge": [-0.1188, -0.1348, -0.3396, -0.6123, 0.0760, 0.0520, 0.3487, -0.2003, -0.3769, -0.3646, 0.0444, 0.1082, 0.0374, 0.0929, 0.2108, 0.0538, 0.0272, 0.0261, 0.0700]
}

{
  "formula": "C4H9NO4P",
  "method": "the ωB97M-V functional and the def2-TZVPD basis",
  "homo_lumo_gap_ev": 8.7,
  "homo_energy_ev": -4.91,
  "lumo_ev": 3.819,
  "total_charge": -1,
  "symbols": ["C", "C", "C", "C", "N", "O", "O", "O", "O", "P", "H", "H", "H", "H", "H", "H", "H", "H", "H"],
  "positions_angstrom": [[-1.7050, -1.2794, -1.5835], [1.1040, 2.5054, 0.8533], [-1.4303, -0.5752, -0.2516], [-0.0696, -0.9435, 0.4892], [0.4085, -2.1718, 0.5738], [2.4905, -0.0306, 0.6366], [0.9399, -2.5703, 1.5930], [1.3387, -0.1550, -1.7195], [0.5688, 1.5557, -0.0678], [1.3404, 0.0912, -0.2584], [-1.5704, -2.2574, -1.3798], [-1.0391, -0.9546, -2.3209], [-2.6326, -1.0860, -2.0102], [0.3154, 3.1745, 1.4184], [1.8555, 3.2265, 0.2963], [1.6454, 2.0937, 1.6629], [-1.2988, 0.5865, -0.2763], [-2.2073, -0.8252, 0.4608], [-0.0539, -0.3845, 1.8838]],
  "lowdin_charge": [-0.0961, -0.1793, -0.2108, -0.3885, -0.1338, -0.3236, -0.0476, -0.3248, -0.3330, 0.2799, 0.0286, 0.0465, 0.0439, 0.0962, 0.1048, 0.0323, 0.1169, 0.0779, 0.2102]
}

{
  "formula": "C4H9NO4S2",
  "method": "the ωB97M-V functional and the def2-TZVPD basis",
  "homo_lumo_gap_ev": 9.8,
  "smiles": "[H]/N=C(/S(C)(=O)=O)S(=O)(=O)CC",
  "homo_energy_ev": -10.00,
  "lumo_ev": -0.190,
  "symbols": ["H", "N", "C", "S", "C", "O", "O", "S", "O", "O", "C", "C", "H", "H", "H", "H", "H", "H", "H", "H"],
  "positions_angstrom": [[0.3646, 1.1891, 2.8223], [0.9580, 0.7986, 2.1136], [0.5075, 0.7604, 0.9625], [1.5795, -0.3085, -0.1315], [3.2499, -0.0901, 0.5238], [1.0279, -1.5597, 0.2942], [1.5522, -0.0063, -1.5127], [-1.1955, 0.8464, 0.2422], [-1.1569, 1.9982, -0.5907], [-2.0116, 0.9918, 1.4145], [-1.4419, -0.6464, -0.6864], [-2.7599, -0.4727, -1.4153], [3.9383, -0.9302, 0.2741], [3.5365, 0.8546, 0.0390], [3.0898, 0.0762, 1.6142], [-0.5651, -0.7712, -1.4066], [-1.5565, -1.4884, 0.1431], [-3.4001, 0.0709, -0.8060], [-2.6288, 0.0950, -2.2475], [-3.0877, -1.4077, -1.6468]],
  "lowdin_charge": [0.0841, 0.1364, -0.3994, 0.6056, -0.1330, -0.3248, -0.3042, 0.6380, -0.2797, -0.2962, -0.2937, -0.0927, 0.0891, 0.0685, 0.0561, 0.1054, 0.1602, 0.0625, 0.0577, 0.0601]
}

{
  "formula": "C4H9NOP",
  "method": "the ωB97M-V functional and the def2-TZVPD basis",
  "homo_lumo_gap_ev": 8.7,
  "homo_energy_ev": -13.15,
  "lumo_ev": -4.497,
  "total_charge": 1,
  "symbols": ["C", "C", "C", "C", "N", "O", "P", "H", "H", "H", "H", "H", "H", "H", "H", "H"],
  "positions_angstrom": [[1.1721, 0.3864, -1.4027], [0.2584, 0.6714, -0.4812], [-0.2205, 1.9998, 0.0131], [-1.1181, -0.4954, 1.3304], [-0.2229, -0.4895, 0.1127], [1.4445, -0.9956, -1.5442], [0.5590, -1.7956, -0.5048], [1.8285, 1.0408, -1.8681], [-1.2455, 2.1302, -0.0264], [0.0079, 2.1111, 1.0685], [0.0866, 2.7001, -0.8454], [-1.4635, -1.5647, 1.5652], [-1.9616, 0.1111, 1.1964], [-0.5148, -0.2401, 2.2719], [1.5591, -2.7265, 0.1359], [-0.1691, -2.8436, -1.0212]],
  "lowdin_charge": [-0.0673, -0.3298, 0.0066, -0.0215, -0.2378, -0.1958, 1.0052, 0.1215, 0.0572, 0.1004, 0.1400, 0.1137, 0.0684, 0.1253, 0.0796, 0.0345]
}